{
  "formula": "C22H49F4OP",
  "method": "ωB97M-V/def2-TZVPD",
  "orbital_gap_ev": 10.433,
  "energy_ha": -1683.68821,
  "e_lumo_ev": 0.7,
  "smiles": "CCOPC(F)(F)C(F)F.CCCCCC.CCCCCC.CCCCCC",
  "elements": ["C", "C", "O", "P", "C", "F", "F", "C", "F", "F", "H", "H", "H", "H", "H", "H", "H", "C", "C", "C", "C", "C", "C", "H", "H", "H", "H", "H", "H", "H", "H", "H", "H", "H", "H", "H", "H", "C", "C", "C", "C", "C", "C", "H", "H", "H", "H", "H", "H", "H", "H", "H", "H", "H", "H", "H", "H", "C", "C", "C", "C", "C", "C", "H", "H", "H", "H", "H", "H", "H", "H", "H", "H", "H", "H", "H", "H"],
  "coordinates": [[2.60292, 1.66485, 2.37103], [1.81495, 2.58437, 1.47004], [1.16457, 1.93391, 0.36547], [-0.00412, 0.80980, 0.57473], [-1.07419, 1.41192, 1.99578], [-2.07956, 0.48136, 2.07423], [-0.47658, 1.45230, 3.23162], [-1.71343, 2.78648, 1.76756], [-2.74527, 2.93485, 2.63938], [-2.20574, 2.84105, 0.50402], [3.48007, 1.28967, 1.85604], [2.93005, 2.23547, 3.23448], [2.02489, 0.82781, 2.74239], [2.51136, 3.28057, 1.01363], [1.11024, 3.19262, 2.02952], [0.64771, -0.22739, 1.28000], [-1.01798, 3.60283, 1.93462], [-3.27896, -4.90685, -2.00529], [-2.79398, -5.25157, -0.60084], [-3.42625, -4.38622, 0.48750], [-3.12177, -2.89015, 0.38310], [-1.63878, -2.53492, 0.39415], [-0.93022, -2.94633, 1.68272], [-3.02196, -3.88276, -2.27960], [-2.82564, -5.56738, -2.74566], [-4.36321, -5.01473, -2.07918], [-1.70401, -5.17375, -0.55896], [-3.03076, -6.29799, -0.39191], [-3.10348, -4.75495, 1.46510], [-4.51195, -4.52144, 0.46046], [-3.61512, -2.38044, 1.21649], [-3.57531, -2.48237, -0.52544], [-1.54801, -1.45335, 0.26300], [-1.13213, -2.98777, -0.46316], [-1.39725, -2.47346, 2.54955], [0.12037, -2.65017, 1.66424], [-0.95798, -4.02648, 1.83200], [-3.19427, -0.68941, -3.23250], [-4.71180, -0.79186, -3.35711], [-5.17283, -1.92612, -4.27106], [-4.71724, -1.80734, -5.72617], [-5.14218, -0.51914, -6.42877], [-6.65567, -0.34965, -6.52624], [-2.72089, -0.47706, -4.19214], [-2.91559, 0.11208, -2.54686], [-2.77601, -1.62154, -2.84593], [-5.11550, 0.16221, -3.70686], [-5.13763, -0.95418, -2.36313], [-6.26400, -1.98951, -4.23417], [-4.80382, -2.87567, -3.87062], [-5.11328, -2.66212, -6.28339], [-3.62852, -1.89567, -5.77652], [-4.71992, -0.51952, -7.43690], [-4.70980, 0.34641, -5.91971], [-7.10645, -1.18719, -7.06244], [-6.91049, 0.56614, -7.06103], [-7.11951, -0.29247, -5.54066], [8.97393, 2.58970, 4.74888], [7.45059, 2.66790, 4.79421], [6.77197, 2.03019, 3.58319], [7.11164, 2.67787, 2.23968], [6.79552, 4.16968, 2.14749], [5.31346, 4.48377, 2.32474], [9.38087, 3.12669, 3.89105], [9.41162, 3.02821, 5.64624], [9.30783, 1.55216, 4.68692], [7.14089, 3.71192, 4.89305], [7.09616, 2.16099, 5.69515], [5.68853, 2.04788, 3.73406], [7.04989, 0.97271, 3.53727], [6.56170, 2.15076, 1.45326], [8.17083, 2.52552, 2.01682], [7.12123, 4.53247, 1.16960], [7.37769, 4.72621, 2.88648], [4.71838, 3.96173, 1.57212], [5.12561, 5.55290, 2.21909], [4.95353, 4.18302, 3.31012]],
  "mulliken_charge": [-0.96, -0.05, -0.45, 0.13, 0.73, -0.31, -0.29, 0.30, -0.27, -0.26, 0.26, 0.29, 0.39, 0.33, -0.03, 0.00, 0.20, -0.70, -0.46, -0.91, -0.33, 0.65, -1.43, -0.16, 0.42, 0.30, 0.26, 0.39, 0.31, 0.42, 0.41, -0.15, -0.39, 0.30, 0.26, 0.37, 0.43, -1.03, -0.43, -0.28, -0.76, -0.42, -1.20, 0.41, 0.30, 0.08, 0.35, 0.33, 0.34, -0.02, 0.40, 0.33, 0.38, 0.24, 0.29, 0.38, 0.28, -1.23, -0.49, -0.20, -0.68, -0.49, -0.92, 0.28, 0.38, 0.30, 0.24, 0.41, -0.07, 0.41, 0.37, 0.33, 0.37, 0.26, 0.08, 0.43, 0.25]
}

=====

{
  "formula": "C22H49N2P3S2Yb",
  "method": "ωB97M-V/def2-TZVPD",
  "orbital_gap_ev": [5.169, 4.200],
  "relative_energy_kcal_mol": 0.00,
  "charge": 3,
  "multiplicity": 2,
  "energy_ha": -3955.37801,
  "e_lumo_ev": [-9.9, -10.9],
  "s2": 0.751,
  "elements": ["Yb", "P", "P", "P", "H", "C", "C", "H", "C", "C", "C", "C", "C", "C", "C", "C", "C", "H", "H", "H", "H", "H", "H", "H", "H", "H", "H", "H", "H", "H", "H", "H", "H", "H", "H", "H", "H", "H", "H", "H", "H", "H", "H", "H", "H", "H", "C", "C", "C", "C", "C", "C", "S", "H", "H", "H", "H", "H", "H", "C", "C", "N", "C", "S", "N", "C", "C", "H", "H", "H", "H", "H", "H", "H", "H", "H", "H", "H", "H"],
  "coordinates": [[0.09592, -0.00966, -0.60993], [-1.44234, -1.46729, 1.44576], [2.04314, -0.77359, 1.50886], [-2.34440, 0.04576, -1.95129], [2.53926, -1.72310, -1.96308], [1.92617, -0.99046, -2.50953], [2.15913, 0.34009, -2.46426], [2.99799, 0.77613, -1.90214], [-1.40769, -3.21992, 0.88370], [-1.19423, -1.69732, 3.25364], [-3.25477, -1.16029, 1.46807], [3.68332, -0.25618, 0.87903], [2.22891, -0.25253, 3.26045], [2.36444, -2.57192, 1.70941], [-1.70290, 0.88982, -3.45506], [-3.88072, 1.00538, -1.72214], [-3.04613, -1.57841, -2.45069], [1.20537, -1.43124, -3.21553], [1.65272, 1.05051, -3.13811], [-2.06122, -3.85931, 1.49366], [-0.37714, -3.59543, 0.94126], [-1.73056, -3.26710, -0.16545], [-2.02504, -2.26787, 3.69530], [-1.15883, -0.70806, 3.72859], [-0.24911, -2.21263, 3.46342], [-3.73877, -1.71700, 2.28443], [-3.72200, -1.43310, 0.51372], [-3.40845, -0.08577, 1.63077], [4.46590, -0.84982, 1.36845], [3.83985, 0.80932, 1.09972], [3.73818, -0.39923, -0.20958], [2.97325, -0.88710, 3.76426], [1.26597, -0.34595, 3.77968], [2.55746, 0.79459, 3.30857], [3.33898, -2.70936, 2.19583], [2.37693, -3.04808, 0.71899], [1.57830, -3.03998, 2.31696], [-2.42535, 0.81771, -4.27986], [-0.73970, 0.47375, -3.80012], [-1.53604, 1.95401, -3.22426], [-4.53734, 0.89099, -2.59665], [-3.61277, 2.06276, -1.58703], [-4.38741, 0.64146, -0.81799], [-3.74962, -1.45080, -3.28155], [-3.58499, -2.00141, -1.58685], [-2.24936, -2.27745, -2.75622], [-0.37036, -2.42737, -6.58853], [-0.86409, -3.68639, -6.96893], [-0.26995, -4.36721, -8.02936], [0.78371, -3.78186, -8.74346], [1.17420, -2.47307, -8.44739], [0.59165, -1.76804, -7.38804], [-1.00585, -1.77452, -5.10602], [-0.10912, -2.27731, -4.17178], [-1.68267, -4.11635, -6.38408], [-0.63616, -5.35825, -8.28869], [1.28254, -4.34307, -9.53736], [1.94678, -1.99124, -9.04658], [0.86629, -0.74540, -7.13645], [-1.59168, 4.57728, 4.71284], [-0.76556, 3.33417, 4.96466], [-0.56218, 2.45322, 3.77755], [-0.10721, 2.81167, 2.54185], [-0.69918, 1.97823, 1.12791], [0.73539, 3.85606, 2.43005], [1.66001, 4.35761, 3.48928], [2.42399, 3.30112, 4.24918], [-1.08435, 5.29293, 4.05543], [-1.78268, 5.05938, 5.67413], [-2.55578, 4.30071, 4.27502], [0.21977, 3.56754, 5.37297], [-1.26017, 2.69377, 5.70895], [-1.22656, 1.68254, 3.71214], [0.95603, 4.09612, 1.46246], [2.35927, 5.02483, 2.97037], [1.06649, 4.98866, 4.15874], [3.17538, 2.85194, 3.59697], [2.95935, 3.77234, 5.07962], [1.77068, 2.51396, 4.64266]],
  "mulliken_charge": [-0.01, 0.97, 1.01, 1.24, 0.43, -0.17, -0.77, 0.38, -1.17, -1.13, -1.19, -1.15, -0.80, -1.33, -1.19, -1.30, -1.25, 0.01, 0.38, 0.39, 0.32, 0.32, 0.52, 0.16, 0.36, 0.51, 0.32, 0.34, 0.42, 0.33, 0.31, 0.59, 0.22, -0.14, 0.50, 0.36, 0.32, 0.42, 0.24, 0.45, 0.46, 0.40, 0.35, 0.44, 0.38, 0.23, 0.40, -0.40, -0.49, -0.46, -0.46, -0.38, -0.16, 0.01, 0.37, 0.38, 0.39, 0.38, 0.37, -1.14, -0.59, -0.04, 0.08, -0.12, -0.01, -0.56, -1.11, 0.28, 0.41, 0.34, 0.24, 0.50, 0.27, 0.30, 0.55, 0.16, 0.25, 0.43, 0.36]
}